{"formula": "C43H37FeN8OS2Sb", "method": "wB97M-V/def2-TZVPD", "symbols": ["Fe", "N", "C", "S", "N", "N", "C", "C", "C", "C", "C", "C", "C", "O", "H", "H", "H", "H", "H", "H", "H", "N", "C", "C", "C", "C", "C", "C", "N", "C", "C", "C", "C", "N", "C", "C", "H", "H", "H", "H", "H", "H", "H", "H", "H", "N", "C", "C", "C", "C", "C", "N", "H", "H", "H", "H", "H", "H", "S", "Sb", "C", "C", "C", "C", "C", "C", "C", "C", "C", "C", "C", "C", "C", "C", "C", "C", "C", "C", "H", "H", "H", "H", "H", "H", "H", "H", "H", "H", "H", "H", "H", "H", "H"], "xyz": [[-0.14518, -0.52967, 0.51215], [-0.54171, 3.79426, 1.64673], [-0.66540, 2.55984, 1.14827], [-0.65412, 1.22826, 2.24460], [-0.80920, 2.45446, -0.16495], [-0.87870, 1.23538, -0.66377], [-1.24884, 1.22373, -1.92349], [-1.48497, 0.10923, -2.75028], [-1.97858, 0.39651, -4.04884], [-2.30507, -0.59030, -4.93061], [-2.17533, -1.93873, -4.53250], [-1.68864, -2.26288, -3.29917], [-1.28705, -1.26669, -2.36792], [-0.75751, -1.62399, -1.25928], [-0.51527, 3.91730, 2.64263], [-0.63383, 4.59397, 1.04150], [-1.45184, 2.19682, -2.37052], [-2.10718, 1.43488, -4.32910], [-2.66537, -0.34212, -5.91899], [-2.46584, -2.72600, -5.21660], [-1.58305, -3.29962, -3.00842], [-6.70785, -3.25025, 2.73272], [-7.51731, -4.18456, 3.33189], [-8.86885, -4.19472, 3.66173], [-9.34141, -5.32790, 4.28948], [-8.50439, -6.41862, 4.57707], [-7.16722, -6.40972, 4.24746], [-6.66464, -5.27002, 3.61590], [-5.38729, -4.97973, 3.20261], [-5.44269, -3.77919, 2.68638], [-4.26697, -3.07443, 2.18938], [-3.01480, -3.66841, 2.35543], [-1.88911, -2.98765, 1.94877], [-1.91794, -1.77612, 1.38536], [-3.11777, -1.21898, 1.20688], [-4.30273, -1.82049, 1.58249], [-6.99210, -2.34060, 2.41712], [-9.51842, -3.35824, 3.43881], [-10.38433, -5.38271, 4.57189], [-8.92356, -7.28617, 5.06921], [-6.51288, -7.24278, 4.46526], [-2.95014, -4.64350, 2.81527], [-0.92235, -3.44785, 2.08153], [-3.11989, -0.23813, 0.74607], [-5.23592, -1.30316, 1.40463], [2.80370, 0.96348, 1.61468], [2.71503, -0.22414, 2.25528], [3.69110, -0.57418, 3.21057], [3.54601, -1.72346, 3.94196], [2.42988, -2.53259, 3.72254], [1.53519, -2.13609, 2.76044], [1.66107, -1.02661, 2.01051], [3.67899, 1.45460, 1.63764], [2.23014, 1.10586, 0.80360], [4.54188, 0.07854, 3.35500], [4.28677, -1.99297, 4.68326], [2.26098, -3.44295, 4.27882], [0.66290, -2.73706, 2.55657], [1.96995, -0.33946, -1.24408], [2.08559, -2.62575, -1.48906], [1.14136, -4.24934, -0.45711], [1.90777, -5.06534, 0.36795], [1.38044, -6.26693, 0.82097], [0.10648, -6.66335, 0.43682], [-0.65750, -5.84046, -0.37767], [-0.14423, -4.62990, -0.82403], [4.13118, -3.04515, -1.08867], [4.61757, -2.90631, 0.20786], [5.94459, -3.20028, 0.48116], [6.78694, -3.61557, -0.54204], [6.30649, -3.73171, -1.83784], [4.97403, -3.45424, -2.11341], [1.81562, -3.20184, -3.51989], [2.02876, -2.27029, -4.52699], [1.84525, -2.64245, -5.85078], [1.44400, -3.93416, -6.16076], [1.23432, -4.86172, -5.14947], [1.42349, -4.50030, -3.82302], [2.91307, -4.78295, 0.64984], [1.97941, -6.90282, 1.45998], [-0.28483, -7.61782, 0.76388], [-1.65768, -6.13695, -0.66813], [-0.74122, -3.98105, -1.45022], [3.96478, -2.56142, 1.00475], [6.32094, -3.10512, 1.49178], [7.82227, -3.84535, -0.32699], [6.96806, -4.03907, -2.63723], [4.59343, -3.55727, -3.12325], [2.33158, -1.25917, -4.27738], [2.01305, -1.91972, -6.63889], [1.29713, -4.22100, -7.19399], [0.92128, -5.86965, -5.39027], [1.26686, -5.22920, -3.03758]], "atomic_forces_ev_per_a": [[0.133, -0.060, -0.439], [-0.096, 0.078, -0.307], [0.142, -1.053, 1.639], [0.128, 0.286, -0.456], [-0.130, 0.578, -1.228], [0.050, -0.442, 0.991], [-0.247, -0.072, -0.939], [0.176, 0.263, 0.449], [-0.171, -0.122, -0.418], [0.022, 0.413, 0.049], [0.121, -0.183, 0.240], [-0.110, -0.190, -0.374], [0.246, -0.060, 0.375], [-0.226, 0.272, 0.353], [0.044, 0.021, 0.014], [-0.002, -0.024, -0.033], [0.054, 0.000, 0.088], [0.036, 0.004, 0.004], [-0.040, -0.025, 0.015], [0.023, -0.015, 0.002], [-0.024, 0.066, -0.082], [0.114, 0.212, -0.153], [0.128, -0.385, 0.135], [-0.054, 0.064, -0.032], [-0.046, 0.038, -0.011], [0.076, -0.124, 0.025], [0.029, 0.052, -0.040], [-0.345, 0.261, -0.028], [0.316, 0.086, -0.126], [-0.319, -0.316, 0.258], [0.365, 0.145, -0.108], [-0.204, 0.061, 0.023], [-0.051, -0.108, -0.071], [0.289, 0.204, -0.114], [0.058, 0.161, -0.097], [-0.107, -0.162, 0.106], [0.010, 0.015, 0.008], [-0.009, -0.013, 0.021], [-0.001, 0.019, -0.018], [-0.016, 0.018, 0.001], [-0.031, -0.017, 0.017], [0.046, -0.004, 0.008], [0.016, -0.072, -0.098], [-0.014, 0.003, 0.026], [0.029, 0.040, -0.018], [-0.065, 0.072, 0.087], [-0.108, -0.141, 0.139], [0.067, -0.055, -0.013], [0.024, 0.067, -0.060], [-0.091, -0.099, -0.041], [0.177, -0.089, -0.018], [-0.369, 0.177, -0.053], [0.022, -0.001, -0.019], [0.036, -0.019, -0.128], [-0.021, 0.019, 0.025], [0.004, 0.001, 0.000], [0.009, 0.016, 0.014], [0.058, -0.004, 0.008], [-0.363, -0.315, 0.078], [0.661, -0.132, -0.197], [0.018, 0.457, -0.153], [-0.003, 0.060, 0.029], [0.003, -0.060, 0.033], [0.057, 0.015, 0.035], [-0.083, 0.081, -0.007], [-0.110, -0.025, 0.081], [-0.336, -0.069, -0.087], [-0.023, 0.089, 0.006], [-0.023, 0.014, 0.026], [0.020, 0.005, -0.014], [0.043, -0.005, -0.020], [-0.060, -0.028, 0.011], [-0.094, 0.150, 0.498], [-0.006, 0.095, 0.042], [0.016, 0.059, -0.036], [-0.013, -0.012, 0.006], [-0.018, -0.058, -0.006], [0.029, -0.005, -0.046], [0.019, -0.029, -0.019], [-0.010, -0.007, -0.005], [-0.016, 0.024, 0.036], [0.018, -0.015, -0.010], [0.071, -0.106, 0.156], [0.034, -0.013, 0.025], [0.006, 0.009, -0.004], [0.001, 0.009, -0.011], [-0.002, -0.017, 0.012], [0.047, -0.020, -0.009], [-0.040, 0.008, -0.020], [-0.002, -0.015, -0.001], [-0.001, 0.005, 0.006], [0.023, 0.007, -0.014], [-0.016, -0.015, -0.019]], "multiplicity": 6, "e_above_lowest_kcal_mol": 0.0, "homo_energy_ha": [-0.3732, -0.3776], "charge": 1, "s_squared": 8.799, "e_lumo_ev": [-2.356, -4.747]}